{"formula": "C23H21BiN9O5S", "method": "ωB97M-V/def2-TZVPD", "e_tot_ev": -64511.5895, "de_lowest_ev": 0.538, "homo_lumo_gap_ev": 7.0, "homo_ev": -10.61, "multiplicity": 1, "total_charge": 1, "symbols": ["Bi", "C", "C", "N", "C", "C", "N", "C", "O", "O", "C", "O", "O", "H", "H", "H", "H", "H", "N", "C", "C", "C", "C", "C", "C", "S", "N", "C", "C", "C", "C", "C", "C", "N", "H", "H", "H", "H", "H", "H", "H", "H", "H", "N", "C", "N", "C", "N", "C", "N", "C", "C", "O", "H", "H", "H", "H", "H", "H", "H"], "coordinates": [[1.205, 0.556, -0.198], [-2.373, 0.312, 1.638], [-1.133, 0.818, 2.275], [0.089, 0.895, 1.754], [0.913, 1.476, 2.699], [0.179, 1.733, 3.815], [-1.089, 1.310, 3.519], [0.432, 2.308, 5.175], [1.649, 2.705, 5.442], [-0.496, 2.361, 5.940], [2.348, 1.736, 2.390], [3.094, 2.185, 3.248], [2.694, 1.407, 1.195], [-2.170, 0.031, 0.612], [-3.136, 1.091, 1.639], [-2.759, -0.550, 2.182], [-1.851, 1.398, 4.180], [2.272, 2.583, 4.668], [-2.768, -0.403, -2.762], [-2.946, 0.600, -3.753], [-3.603, 0.323, -4.937], [-3.723, 1.324, -5.895], [-3.154, 2.570, -5.682], [-2.472, 2.835, -4.501], [-2.403, 1.852, -3.528], [-1.681, 2.190, -1.959], [-1.077, 0.639, -1.515], [-1.721, -0.411, -1.900], [-1.325, -1.734, -1.323], [-1.851, -2.932, -1.784], [-1.492, -4.116, -1.154], [-0.612, -4.068, -0.093], [-0.097, -2.834, 0.279], [-0.440, -1.695, -0.316], [-3.224, -1.279, -2.947], [-4.021, -0.661, -5.114], [-4.250, 1.118, -6.816], [-3.232, 3.340, -6.437], [-2.002, 3.799, -4.335], [-2.519, -2.982, -2.631], [-1.899, -5.058, -1.498], [-0.308, -4.962, 0.433], [0.631, -2.751, 1.072], [0.771, 2.701, -0.471], [0.952, 3.653, -1.148], [1.138, 4.651, -1.877], [0.225, 4.927, -2.810], [-0.560, 5.170, -3.621], [4.162, -3.540, 1.304], [4.049, -2.401, 2.209], [4.865, -2.331, 3.426], [3.207, -1.424, 1.926], [2.463, -1.420, 0.926], [5.124, -4.021, 1.450], [4.084, -3.195, 0.276], [3.372, -4.270, 1.492], [5.611, -3.117, 3.394], [4.253, -2.473, 4.316], [5.376, -1.372, 3.486], [3.225, -0.599, 2.644]], "forces_ev_per_angstrom": [[-0.2, -0.1, -0.2], [0.0, 0.0, 0.0], [0.0, 0.0, 0.0], [0.0, 0.0, 0.1], [0.0, 0.1, 0.1], [0.1, 0.0, -0.1], [-0.1, 0.0, 0.0], [-0.1, 0.0, -0.1], [0.2, 0.0, -0.1], [0.0, 0.0, 0.0], [0.0, 0.0, 0.0], [-0.1, 0.0, 0.1], [0.0, 0.0, 0.0], [0.0, 0.0, 0.0], [0.0, 0.0, 0.0], [0.0, 0.0, 0.0], [0.0, 0.0, 0.0], [-0.1, 0.0, 0.1], [0.0, 0.1, 0.1], [0.0, 0.0, 0.0], [0.0, 0.0, 0.0], [0.0, 0.0, 0.0], [0.0, -0.1, 0.0], [0.0, 0.0, 0.0], [0.0, 0.0, -0.1], [-0.2, 0.0, 0.0], [0.0, 0.0, -0.1], [0.1, 0.0, 0.0], [0.1, -0.1, 0.0], [0.0, 0.0, 0.0], [0.0, 0.0, 0.0], [0.0, 0.0, 0.0], [0.0, 0.0, 0.0], [-0.1, 0.0, 0.0], [0.0, 0.0, 0.0], [0.0, 0.0, 0.0], [0.0, 0.0, 0.0], [0.0, 0.0, 0.0], [-0.1, -0.1, 0.0], [0.0, 0.0, 0.0], [0.0, 0.0, 0.0], [0.0, 0.0, 0.0], [0.0, 0.0, 0.0], [0.3, 0.2, 0.5], [-0.1, -0.4, -0.2], [0.0, 0.3, 0.0], [-0.1, 0.0, 0.0], [0.3, 0.2, 0.1], [0.0, 0.0, 0.0], [0.0, 0.0, 0.0], [-0.1, 0.0, 0.0], [0.1, -0.1, -0.2], [-0.1, 0.1, 0.2], [0.0, 0.0, 0.0], [0.0, 0.0, 0.0], [0.0, 0.0, 0.0], [0.0, 0.0, 0.0], [0.0, 0.0, 0.0], [0.0, 0.0, 0.0], [0.0, 0.0, 0.0]], "nbo_charge": [2.051, -0.662, 0.450, -0.581, -0.007, 0.042, -0.459, 0.766, -0.642, -0.567, 0.783, -0.622, -0.795, 0.246, 0.258, 0.248, 0.465, 0.520, -0.569, 0.091, -0.226, -0.183, -0.195, -0.217, -0.163, 0.479, -0.739, 0.437, 0.141, -0.219, -0.135, -0.221, 0.063, -0.479, 0.409, 0.215, 0.229, 0.234, 0.277, 0.221, 0.241, 0.239, 0.226, -0.844, 0.709, -0.610, 0.455, -0.439, -0.419, -0.379, -0.417, 0.555, -0.742, 0.222, 0.231, 0.206, 0.226, 0.214, 0.227, 0.151]}

***

{"formula": "C4H5ClO", "method": "ωB97M-V/def2-TZVPD", "e_tot_ev": -18792.8352, "de_lowest_ev": 5.364, "homo_lumo_gap_ev": 8.1, "homo_ev": -8.56, "multiplicity": 1, "symbols": ["C", "C", "C", "C", "O", "Cl", "H", "H", "H", "H", "H"], "coordinates": [[-0.193, 0.856, -0.899], [0.594, 1.102, -1.802], [0.223, -1.135, 1.287], [-0.870, -0.114, 1.099], [1.374, 1.528, -2.755], [-2.411, -0.702, 0.629], [0.292, -1.523, 2.297], [1.173, -0.527, 1.376], [-0.015, -1.922, 0.486], [-0.956, 0.739, 1.736], [0.789, 1.699, -3.455]], "forces_ev_per_angstrom": [[0.2, -1.1, 2.2], [-1.3, -0.4, 2.2], [-0.1, 0.9, -0.7], [0.9, 0.3, -3.0], [1.3, -0.3, 0.7], [-0.1, -0.1, 0.3], [-1.1, -0.6, 0.3], [-0.6, -1.0, -1.4], [1.5, 1.1, 1.3], [0.2, 0.5, 0.1], [-0.9, 0.6, -2.1]], "nbo_charge": [-0.301, 0.138, -0.706, 0.012, -0.653, 0.054, 0.238, 0.260, 0.257, 0.210, 0.490]}

***

{"formula": "C3H5NO", "method": "ωB97M-V/def2-TZVPD", "e_tot_ev": -6729.5727, "de_lowest_ev": 0.000, "homo_lumo_gap_ev": 11.1, "homo_ev": -10.31, "multiplicity": 1, "smiles": "CCN=C=O", "symbols": ["C", "C", "N", "C", "O", "H", "H", "H", "H", "H"], "coordinates": [[-0.651, -0.662, -0.579], [-0.588, 0.608, 0.261], [0.677, 0.702, 0.972], [1.764, 0.274, 0.656], [2.850, -0.110, 0.430], [0.253, -0.743, -1.194], [-1.514, -0.664, -1.250], [-0.704, -1.547, 0.063], [-1.392, 0.638, 1.003], [-0.696, 1.504, -0.362]], "forces_ev_per_angstrom": [[0.0, 0.0, 0.0], [-0.2, 0.0, -0.1], [0.6, -0.2, -0.1], [0.1, 0.0, 0.0], [-0.6, 0.3, 0.2], [-0.2, 0.0, 0.0], [0.0, 0.0, 0.1], [0.0, 0.1, -0.1], [0.1, 0.0, -0.1], [0.0, -0.2, 0.1]], "nbo_charge": [-0.622, -0.208, -0.555, 0.858, -0.519, 0.208, 0.219, 0.215, 0.205, 0.199]}

***

{"formula": "C18H19NO4V", "method": "ωB97M-V/def2-TZVPD", "e_tot_ev": -54342.4677, "de_lowest_ev": 0.000, "homo_lumo_gap_ev": [7.4, 8.8], "homo_ev": [-7.17, -8.69], "s_squared": 3.76, "multiplicity": 4, "symbols": ["V", "O", "C", "C", "O", "O", "C", "C", "C", "C", "C", "C", "C", "C", "C", "C", "C", "C", "H", "H", "H", "H", "H", "H", "H", "H", "H", "H", "H", "C", "O", "H", "H", "H", "C", "C", "C", "N", "H", "H", "H", "H", "H"], "coordinates": [[-2.360, -0.516, 0.651], [-0.377, 0.865, -0.481], [0.455, -0.063, -1.206], [-0.174, -1.480, -1.159], [0.182, -2.339, -1.934], [-1.042, -1.629, -0.204], [0.587, 0.440, -2.636], [1.595, 1.331, -2.992], [1.636, 1.879, -4.267], [0.665, 1.547, -5.200], [-0.350, 0.667, -4.851], [-0.387, 0.118, -3.578], [1.781, -0.162, -0.464], [1.954, 0.426, 0.780], [3.158, 0.281, 1.463], [4.191, -0.458, 0.909], [4.015, -1.059, -0.332], [2.818, -0.914, -1.013], [-0.957, 1.297, -1.117], [2.353, 1.599, -2.269], [2.430, 2.567, -4.528], [0.700, 1.971, -6.195], [-1.109, 0.396, -5.574], [-1.168, -0.591, -3.329], [1.152, 1.008, 1.211], [3.285, 0.755, 2.428], [5.127, -0.570, 1.441], [4.813, -1.643, -0.772], [2.672, -1.397, -1.971], [-3.862, 2.268, 0.391], [-3.380, 0.955, 0.367], [-4.784, 2.334, -0.191], [-3.130, 2.958, -0.038], [-4.075, 2.592, 1.414], [-2.623, -2.199, 5.728], [-1.481, -1.452, 5.039], [-1.773, -1.161, 3.635], [-1.989, -0.935, 2.531], [-2.335, -2.442, 6.748], [-2.854, -3.127, 5.206], [-3.526, -1.591, 5.760], [-0.555, -2.028, 5.069], [-1.279, -0.499, 5.530]], "forces_ev_per_angstrom": [[-0.3, 0.5, -0.9], [-0.1, -0.1, 0.0], [0.1, 0.3, 0.0], [-0.4, -0.2, 0.4], [0.1, 0.0, -0.1], [0.4, -0.3, -0.3], [0.0, 0.1, 0.0], [0.0, 0.0, 0.0], [0.0, 0.0, 0.0], [0.0, 0.0, 0.0], [0.0, 0.0, 0.0], [0.0, -0.1, 0.0], [-0.1, -0.1, 0.0], [0.0, 0.1, 0.0], [0.0, 0.0, 0.0], [0.0, 0.0, 0.0], [0.0, 0.0, 0.0], [0.0, -0.1, 0.0], [0.0, 0.1, 0.0], [0.0, 0.0, 0.0], [0.0, 0.0, 0.0], [0.0, 0.0, 0.0], [0.0, 0.0, 0.0], [0.0, 0.0, 0.0], [0.0, 0.0, 0.0], [0.0, 0.0, 0.0], [0.0, 0.0, 0.0], [0.0, 0.0, 0.0], [0.0, 0.0, 0.0], [0.1, -0.3, 0.1], [-0.2, 0.3, -0.1], [0.0, 0.1, 0.0], [0.0, 0.1, 0.0], [0.0, 0.0, 0.0], [-0.1, 0.0, 0.0], [0.0, 0.1, -0.1], [0.2, -0.1, 0.3], [0.2, -0.3, 0.9], [0.0, 0.0, 0.0], [0.0, 0.0, 0.0], [0.0, 0.0, 0.0], [0.0, 0.0, 0.0], [0.0, 0.0, 0.0]], "mulliken_spin": [2.736, 0.003, -0.042, 0.013, 0.019, 0.017, 0.000, -0.001, -0.001, 0.001, -0.001, 0.000, -0.007, -0.002, 0.004, 0.000, -0.001, 0.001, 0.005, 0.000, 0.000, 0.000, 0.000, 0.000, 0.001, 0.000, 0.000, 0.000, 0.000, 0.024, 0.053, -0.003, -0.005, -0.002, 0.012, 0.011, 0.214, -0.065, -0.001, 0.000, 0.000, 0.008, 0.009]}

***

{"formula": "C10H9FeN7S", "method": "ωB97M-V/def2-TZVPD", "e_tot_ev": -66160.8837, "homo_lumo_gap_ev": [7.8, 5.8], "homo_ev": [-12.15, -12.09], "s_squared": 8.78, "multiplicity": 6, "total_charge": 1, "symbols": ["Fe", "C", "C", "N", "N", "C", "N", "S", "C", "C", "C", "C", "C", "N", "H", "H", "H", "H", "H", "H", "H", "H", "H", "N", "C", "N", "C", "N"], "coordinates": [[0.158, 0.223, -0.476], [-2.060, -0.209, 3.524], [-1.086, -0.028, 2.409], [-1.411, -0.169, 1.159], [-2.642, -0.514, 0.801], [-2.979, -0.376, -0.449], [-4.159, -0.788, -0.899], [-1.904, 0.422, -1.595], [0.292, 0.362, 2.672], [0.817, 0.478, 3.963], [2.114, 0.929, 4.127], [2.888, 1.200, 3.007], [2.315, 1.020, 1.758], [1.052, 0.647, 1.593], [-3.069, -0.242, 3.119], [-1.982, 0.601, 4.247], [-1.865, -1.149, 4.040], [-4.835, -1.192, -0.272], [-4.418, -0.625, -1.857], [0.220, 0.215, 4.820], [2.524, 1.060, 5.116], [3.906, 1.542, 3.095], [2.887, 1.181, 0.852], [2.343, -5.924, -0.838], [1.760, -4.957, -1.067], [1.094, -3.895, -1.325], [0.916, -2.731, -0.987], [0.651, -1.601, -0.755]], "forces_ev_per_angstrom": [[-1.8, -2.0, 1.9], [-0.1, -0.1, -0.2], [-1.0, -0.2, -0.8], [1.4, 0.7, -0.4], [-1.3, -0.7, 0.5], [1.3, 0.4, 0.6], [-0.1, 0.1, -0.2], [0.8, 0.3, -0.4], [0.7, 0.3, 0.2], [-0.3, -0.1, -0.5], [0.2, 0.0, -0.3], [-0.2, -0.1, 0.1], [0.4, 0.2, 0.0], [-0.3, -0.2, -1.0], [0.1, 0.0, 0.1], [0.0, 0.0, 0.0], [0.0, -0.1, 0.1], [0.1, 0.0, 0.1], [0.0, 0.0, 0.1], [-0.1, 0.0, 0.0], [0.0, 0.0, 0.1], [0.1, 0.0, 0.0], [0.1, 0.1, 0.1], [0.1, -0.2, -0.1], [1.1, -1.3, 0.7], [-1.4, 2.3, -0.4], [0.4, -1.9, -0.4], [-0.1, 2.6, 0.3]], "mulliken_spin": [4.124, 0.012, 0.011, 0.141, 0.028, 0.007, 0.008, 0.281, 0.022, 0.001, 0.002, 0.004, 0.000, 0.021, 0.001, 0.001, 0.000, -0.002, 0.001, 0.000, 0.000, 0.000, -0.005, 0.086, -0.037, 0.139, 0.042, 0.113]}

***

{"formula": "C3H10NO", "method": "ωB97M-V/def2-TZVPD", "e_tot_ev": -6800.3809, "de_lowest_ev": 3.930, "homo_lumo_gap_ev": 3.5, "homo_ev": -11.71, "multiplicity": 1, "total_charge": 1, "symbols": ["C", "O", "C", "C", "N", "H", "H", "H", "H", "H", "H", "H", "H", "H", "H"], "coordinates": [[-0.917, -0.521, -0.195], [0.387, -0.169, 0.478], [-0.630, -1.139, -1.474], [0.066, -0.391, -2.530], [0.759, 1.798, 3.092], [-1.453, -1.161, 0.480], [-1.380, 0.467, -0.271], [1.009, -0.882, 0.264], [-0.985, -2.141, -1.673], [-0.559, -0.231, -3.417], [0.959, -0.936, -2.862], [0.404, 0.564, -2.095], [0.266, 2.658, 3.194], [0.685, 1.285, 2.234], [1.480, 1.582, 3.748]], "forces_ev_per_angstrom": [[1.7, 0.4, 2.1], [-1.1, -0.8, -1.7], [0.1, 1.3, -1.7], [0.5, 0.4, 1.9], [-0.4, -0.4, 0.0], [-0.5, -0.2, 0.2], [-0.4, -0.1, -0.4], [0.2, 0.1, 0.5], [0.0, -0.3, 0.0], [-0.2, -0.3, 0.0], [-0.1, -0.3, -0.3], [-0.2, -0.2, -0.5], [0.1, 0.2, -0.1], [0.2, 0.2, 0.2], [0.1, 0.0, -0.1]], "nbo_charge": [-0.247, -0.615, 0.448, -0.771, -1.130, 0.240, 0.295, 0.480, 0.233, 0.341, 0.321, 0.273, 0.380, 0.367, 0.384]}

***

Repeat the third record exactly.
{"formula": "C3H5NO", "method": "ωB97M-V/def2-TZVPD", "e_tot_ev": -6729.5727, "de_lowest_ev": 0.000, "homo_lumo_gap_ev": 11.1, "homo_ev": -10.31, "multiplicity": 1, "smiles": "CCN=C=O", "symbols": ["C", "C", "N", "C", "O", "H", "H", "H", "H", "H"], "coordinates": [[-0.651, -0.662, -0.579], [-0.588, 0.608, 0.261], [0.677, 0.702, 0.972], [1.764, 0.274, 0.656], [2.850, -0.110, 0.430], [0.253, -0.743, -1.194], [-1.514, -0.664, -1.250], [-0.704, -1.547, 0.063], [-1.392, 0.638, 1.003], [-0.696, 1.504, -0.362]], "forces_ev_per_angstrom": [[0.0, 0.0, 0.0], [-0.2, 0.0, -0.1], [0.6, -0.2, -0.1], [0.1, 0.0, 0.0], [-0.6, 0.3, 0.2], [-0.2, 0.0, 0.0], [0.0, 0.0, 0.1], [0.0, 0.1, -0.1], [0.1, 0.0, -0.1], [0.0, -0.2, 0.1]], "nbo_charge": [-0.622, -0.208, -0.555, 0.858, -0.519, 0.208, 0.219, 0.215, 0.205, 0.199]}

***

> What is the formula in the second record?

C4H5ClO

***

> What is the formula in the fourth record?

C18H19NO4V